(1)
Molecular formula: C8H14ClN
Method: DFT, the ωB97M-V functional and the def2-TZVPD basis

Atoms and positions in Å:
H: 0.913 -1.948 2.098
C: -1.760 -0.843 0.954
C: 0.943 -0.062 -0.908
H: -2.642 -0.358 1.592
H: -1.640 -1.723 1.611
C: -0.828 1.655 -0.803
H: 0.712 1.527 -2.340
C: 1.267 -0.986 -1.810
H: 1.515 -0.549 -2.849
C: 0.702 -0.318 0.606
H: -1.046 2.682 -0.980
H: 2.269 -1.853 0.968
C: 0.588 1.406 -1.301
H: -2.030 -1.134 -0.077
N: -0.649 0.067 1.059
H: -0.250 2.136 1.199
H: 1.422 -2.088 -1.631
C: -0.938 1.405 0.723
H: -1.547 0.944 -1.209
C: 1.170 -1.735 1.024
H: 0.757 -2.688 0.500
Cl: 1.794 0.850 1.432
H: -1.974 1.547 1.015
H: 1.250 2.066 -0.874

Cartesian forces (eV/Å) of the 3 atoms listed first:
0.2 0.6 -0.8
-1.5 0.2 2.1
-0.7 0.8 0.5

Calculated values
M: 159.66 g/mol
energy relative to the best compared isomer or geometry (same formula, charge and spin): 0.53 kJ/mol
SMILES: C=C1CCCN(C)[C@]1(C)Cl
net charge: 0

Mulliken atomic charge list, values in e, 2 entries: number 1, H, carries 0.3992; number 2, C, carries -1.0367


(2)
Molecular formula: C27H25ClFN2O12PS
Method: DFT, the ωB97M-V functional and the def2-TZVPD basis

Atoms and positions in Å:
N: 1.024 3.618 -0.884
C: 2.006 -4.177 -1.536
C: 5.125 0.429 4.892
H: 0.056 1.251 -0.006
C: -4.630 1.664 0.461
H: -7.191 -3.863 -2.981
O: -1.273 -5.190 -0.638
H: 1.912 4.084 -1.074
H: 3.870 -0.191 -1.267
C: 4.726 0.387 6.317
C: -6.717 -2.501 -1.430
O: -9.430 -2.770 -3.698
H: -0.765 1.417 -2.786
O: -6.433 -0.852 0.224
H: -1.478 -2.606 -0.584
H: -5.479 0.998 0.372
C: 0.987 -4.989 -1.255
O: -0.393 2.302 -2.667
C: -4.919 3.116 0.415
H: -1.676 4.254 0.765
C: -3.386 1.213 0.605
H: 2.986 -4.550 -1.805
H: 4.248 1.275 6.710
C: 4.481 0.686 -1.585
C: 1.848 -2.707 -1.494
O: 4.924 1.413 4.212
O: 1.421 3.051 -4.784
C: -8.744 -2.331 -2.800
N: 2.449 1.900 -2.616
H: -5.784 -2.964 -1.136
C: 5.583 0.960 -0.479
C: -9.148 -1.123 -2.045
C: -2.245 2.143 0.723
C: 5.605 -1.894 6.505
H: 6.066 -0.728 3.288
S: 2.652 2.837 -4.011
H: 5.000 0.394 -2.529
C: -2.529 3.592 0.677
H: 6.483 -2.741 4.688
H: -4.002 5.103 0.496
Cl: 5.369 -0.065 1.002
C: -8.394 -0.642 -1.058
O: 0.765 0.999 -0.673
H: 1.083 -6.067 -1.280
F: 3.308 4.302 -3.638
H: 0.433 -1.092 -1.111
H: 6.607 0.875 -0.903
H: -3.155 0.156 0.642
C: 6.004 -1.853 5.081
C: -0.344 -4.452 -0.892
C: -3.773 4.046 0.533
H: 3.284 2.265 -0.688
P: 0.968 2.273 -1.723
O: 2.773 -1.963 -1.748
C: 5.781 -0.774 4.331
C: 4.949 -0.692 7.066
C: 3.644 2.001 -1.712
O: 3.663 2.149 -4.856
H: 5.463 2.020 -0.145
O: -1.103 1.731 0.852
O: -6.053 3.527 0.285
H: 4.665 -0.740 8.109
H: -10.081 -0.660 -2.339
C: -7.122 -1.294 -0.677
C: -7.471 -2.982 -2.418
C: -0.498 -2.981 -0.852
H: -8.672 0.239 -0.494
O: 5.806 -2.877 7.188
H: 4.348 2.815 -2.006
C: 0.522 -2.170 -1.133

Cartesian forces (eV/Å) of the 3 atoms listed first:
0.5 -1.3 -1.7
0.0 -0.2 0.0
0.0 0.2 -0.2

Calculated values
M: 686.99 g/mol
SMILES: N=P(O)(O)N(CCCCl)S(=O)(=O)F.O=C1C=CC(=O)C=C1.O=C1C=CC(=O)C=C1.O=C1C=CC(=O)C=C1.O=C1C=CC(=O)C=C1
net charge: 0
total energy: -91313.90905 eV

Mulliken atomic charge list, values in e, 2 entries: number 1, N, carries -0.6384; number 2, C, carries -0.4040


(3)
Molecular formula: C5H12N2
Method: DFT, the ωB97M-V functional and the def2-TZVPD basis

Atoms and positions in Å:
H: -0.343 -1.633 -0.414
H: -1.453 -0.801 -1.543
H: -1.978 -1.559 1.236
N: -2.283 -1.361 0.288
C: 1.739 0.658 -0.692
H: 0.222 1.976 -1.118
C: -0.554 0.457 -0.058
H: 2.237 0.060 -1.458
C: 1.665 -0.075 0.650
H: 2.492 0.207 1.314
N: 0.362 0.964 -1.089
H: 2.307 1.591 -0.596
H: 1.743 -1.155 0.505
H: -0.131 -0.447 1.880
C: 0.307 0.302 1.197
H: -1.342 1.200 0.090
H: -2.969 -0.618 0.331
C: -1.136 -0.892 -0.509
H: 0.337 1.232 1.776

Cartesian forces (eV/Å) of the 3 atoms listed first:
0.0 -0.1 -0.3
0.1 -0.1 -0.2
-0.1 0.2 0.0

Calculated values
2S+1: 2
expectation value of S²: 0.750
M: 100.16 g/mol
energy relative to the best compared isomer or geometry (same formula, charge and spin): 3.42 kJ/mol
net charge: -1

Mulliken atomic charge list, values in e, 2 entries: number 1, H, carries 0.1587; number 2, H, carries 0.6829


(4)
Molecular formula: C4H6OS
Method: DFT, the ωB97M-V functional and the def2-TZVPD basis

Atoms and positions in Å:
H: 1.433 -1.777 1.007
C: -1.424 0.725 0.211
C: -2.025 -0.410 0.464
H: 1.157 -1.790 -0.783
S: 2.102 0.198 0.156
H: -1.485 -1.168 0.877
H: 1.234 2.298 -0.633
H: -3.163 -0.478 0.420
H: 0.327 0.896 -1.530
C: 0.631 1.409 -0.589
C: 1.583 -1.352 0.137
O: -0.370 1.449 0.262

Cartesian forces (eV/Å) of the 3 atoms listed first:
-0.4 -2.5 4.1
-3.2 -0.2 -0.8
-1.9 2.2 -0.6

Calculated values
2S+1: 3
expectation value of S²: 2.016
M: 102.16 g/mol
energy relative to the best compared isomer or geometry (same formula, charge and spin): 342.80 kJ/mol
net charge: 0

Mulliken atomic charge list, values in e, 2 entries: number 1, H, carries 0.3938; number 2, C, carries 0.1971


(5)
Molecular formula: C6H9CrMgO5
Method: DFT, the ωB97M-V functional and the def2-TZVPD basis

Atoms and positions in Å:
O: -0.465 -0.270 1.243
O: 0.196 -0.243 -1.829
O: 1.790 -1.257 0.276
H: -2.334 0.356 -0.495
Cr: -0.156 -1.576 -0.383
O: 0.940 1.921 0.109
H: -3.128 -0.369 -2.232
H: -1.091 1.386 -1.782
C: -2.215 -0.434 -1.612
C: -1.063 1.000 1.084
H: -0.788 2.992 0.497
H: 1.059 0.599 2.312
H: 0.228 -0.742 3.163
C: 1.568 -1.387 1.595
H: -1.075 -0.082 -3.395
C: -0.367 1.981 0.367
C: -1.049 0.187 -2.325
O: -1.916 -1.723 -1.198
H: 2.294 -1.920 2.215
C: 0.617 -0.407 2.191
Mg: 1.711 0.428 -0.832
H: -1.721 1.267 1.911

Cartesian forces (eV/Å) of the 3 atoms listed first:
-0.3 0.2 0.4
1.2 -0.7 0.1
0.4 0.2 -0.3

Calculated values
2S+1: 6
expectation value of S²: 8.767
M: 237.43 g/mol
net charge: 0
total energy: -50468.48898 eV

Mulliken atomic charge list, values in e, 2 entries: number 1, O, carries -0.1007; number 2, O, carries -0.6835


(6)
Molecular formula: C4H7N2
Method: DFT, the ωB97M-V functional and the def2-TZVPD basis

Atoms and positions in Å:
C: 0.075 -1.652 -0.224
H: 0.130 0.005 -1.648
C: -1.620 -0.755 1.160
C: 0.020 1.964 0.449
N: -0.168 0.749 0.235
H: -0.620 2.469 1.158
H: -2.392 -0.393 1.787
N: -1.031 -1.609 0.615
H: 1.557 -0.112 -0.598
C: 0.467 -0.175 -0.621
H: 0.794 2.557 -0.033
H: -0.176 -2.251 -1.102
H: 0.882 -2.160 0.311

Cartesian forces (eV/Å) of the 3 atoms listed first:
1.2 -0.2 -1.0
0.1 -0.1 0.2
1.4 -0.7 -1.2

Calculated values
M: 83.11 g/mol
energy relative to the best compared isomer or geometry (same formula, charge and spin): 339.21 kJ/mol
SMILES: C#[N+]CCN=C
net charge: +1

Mulliken atomic charge list, values in e, 2 entries: number 1, C, carries -0.5028; number 2, H, carries 0.3220


(7)
Molecular formula: C36H51Br2GeN4OPb
Method: DFT, the ωB97M-V functional and the def2-TZVPD basis

Atoms and positions in Å:
H: 5.608 -1.882 0.649
H: 6.276 -0.583 -1.484
C: -1.664 0.095 2.121
C: -1.438 0.139 3.474
H: -2.370 -2.939 0.076
C: 0.882 0.166 2.988
C: 1.654 0.274 5.749
H: 5.425 2.447 0.623
H: 3.307 0.165 1.965
H: 0.695 3.967 -1.985
N: -3.709 0.341 -1.556
C: 3.571 0.219 -1.373
N: -0.686 0.097 1.201
C: 0.638 -4.788 -2.128
H: -4.264 0.616 -5.522
H: -1.553 -1.020 5.962
H: 5.121 1.541 2.116
H: -0.599 5.175 -1.929
H: 0.681 -5.879 -2.195
H: -1.566 1.555 5.844
H: -0.055 2.429 5.537
C: 5.693 1.551 1.187
N: 1.275 0.121 -0.696
H: -2.413 -4.345 -3.737
C: -0.860 3.985 0.311
C: 1.668 0.127 0.594
C: -5.419 0.096 -3.199
C: -4.665 0.522 -0.639
N: -1.779 -0.332 -3.464
Ge: -1.136 -4.302 -1.595
H: -1.179 5.028 0.264
H: -0.718 2.548 -3.523
H: -1.997 3.779 -3.442
Br: -8.198 0.245 -2.708
C: -3.011 0.023 -3.870
C: 6.395 0.306 -0.861
H: -2.553 -4.637 1.679
H: -0.442 4.154 -4.193
H: -0.232 -0.463 -6.457
H: -0.029 -1.899 5.748
H: 1.909 0.194 3.314
H: 6.238 1.195 -1.474
C: 3.007 0.163 0.929
C: 0.590 0.123 1.632
H: -4.335 0.691 0.379
C: -3.288 0.277 -5.206
Br: -2.637 0.460 -7.949
C: 5.466 0.278 0.353
H: -5.718 -0.101 -4.218
C: -1.030 -0.306 -5.745
H: 0.143 -0.821 -4.035
H: -3.537 -4.426 -2.345
H: -6.747 0.696 -0.145
Pb: -1.137 0.799 -1.152
C: 0.566 3.880 0.815
H: 0.939 2.854 0.734
C: -2.589 -4.773 -2.749
C: 2.218 0.168 -1.641
H: -1.625 -5.717 0.669
H: 0.600 4.173 1.865
H: -0.800 -4.723 1.852
O: -1.044 3.394 -0.991
C: -6.398 0.288 -2.233
C: -6.016 0.519 -0.922
H: 7.428 0.326 -0.519
H: -0.304 1.592 7.071
H: 2.157 -0.624 5.385
H: -2.606 -5.861 -2.852
H: -0.299 -0.921 7.192
C: -0.474 -0.973 6.118
H: 1.377 -4.434 -1.415
H: 0.838 -4.388 -3.124
H: 4.271 0.268 -2.194
H: 5.223 -0.990 2.131
H: -2.280 0.140 4.151
C: -1.465 -3.544 0.134
C: -0.831 -0.505 -4.396
C: -2.287 0.116 -6.154
H: 6.853 -0.942 1.471
C: -0.486 1.538 5.998
C: -0.921 3.616 -3.376
C: 0.157 0.256 5.441
C: -1.617 -4.727 1.134
H: 1.871 0.174 -2.669
H: 2.146 1.156 5.332
H: 6.748 1.623 1.450
C: 4.004 0.217 -0.050
H: -0.636 -2.887 0.396
C: 5.797 -0.961 1.203
H: -2.679 0.051 1.740
H: 1.794 0.308 6.829
C: -4.084 0.157 -2.835
H: 1.239 4.540 0.269
C: -0.124 0.187 3.951
C: -0.386 4.111 -2.052
H: -1.550 3.452 0.969

Cartesian forces (eV/Å) of the 3 atoms listed first:
0.0 0.0 0.0
0.0 0.0 0.0
0.0 0.0 -0.1

Calculated values
M: 995.45 g/mol
energy relative to the best compared isomer or geometry (same formula, charge and spin): 143.80 kJ/mol
net charge: +3

Mulliken atomic charge list, values in e, 2 entries: number 1, H, carries 0.3686; number 2, H, carries 0.4296


(8)
Molecular formula: C39H101N3O21S7
Method: DFT, the ωB97M-V functional and the def2-TZVPD basis

Atoms and positions in Å:
C: 0.046 0.041 -0.725
H: -2.198 -2.071 -7.490
H: -1.392 3.393 6.558
C: 0.632 -2.447 6.923
H: 3.702 3.339 -0.529
H: -2.430 2.552 -2.145
O: -1.190 -2.424 -2.761
S: 0.567 -4.526 5.354
H: -0.901 2.711 7.951
H: 1.084 7.757 -6.275
H: 1.636 1.251 -1.580
H: -0.347 -3.017 3.545
H: 8.214 -0.813 1.622
C: -1.536 5.662 -0.127
C: 1.712 5.869 -5.632
C: -2.651 -1.236 -5.649
C: -2.638 -1.118 -7.196
C: -0.346 -7.872 -2.342
C: 1.872 -2.059 0.631
H: -3.963 1.637 7.446
H: 1.013 -5.864 -0.723
H: -5.757 4.647 -2.072
H: -3.498 -5.020 -1.985
H: 2.181 -1.037 7.073
H: -0.973 -7.220 -2.950
H: -1.573 5.414 -1.188
H: 2.834 -1.595 0.848
H: -2.101 3.811 0.804
C: 1.948 7.122 -6.471
H: -3.519 -6.245 -0.652
H: 0.265 -0.836 -1.335
H: -3.035 -6.645 -2.253
C: 5.295 1.977 -0.080
H: -6.358 3.735 -6.612
C: -4.574 5.627 -0.518
C: 0.624 -1.361 1.175
H: -3.661 -1.088 -7.570
N: -0.909 -6.398 -0.192
O: 5.947 -4.897 3.793
H: -1.365 -4.504 3.814
H: 5.362 -4.956 0.862
H: 0.858 -0.492 6.108
H: -0.446 -2.525 6.780
C: 3.537 -0.843 4.255
H: 3.773 -0.083 5.000
H: 0.771 3.002 -4.399
S: -1.372 -3.063 -4.062
H: -5.059 4.247 -5.591
C: 0.549 1.210 -1.644
C: 0.735 2.914 6.715
H: -2.023 -0.230 -7.342
C: -4.213 2.284 1.207
C: -4.762 3.564 0.632
H: 3.874 -2.389 5.662
H: 0.756 5.352 -5.716
O: -1.041 1.259 6.473
C: -0.774 -3.710 4.271
H: -0.239 -1.809 0.683
O: 2.788 4.477 -3.269
H: 0.775 -2.966 7.870
N: 0.677 0.042 0.620
H: 4.754 1.042 0.068
H: 0.280 -4.626 0.098
H: 1.942 -1.958 -0.452
H: 0.618 -1.515 2.254
H: 0.277 -6.042 2.189
H: 0.163 2.161 -1.277
H: -3.501 -0.051 7.343
H: 2.925 7.372 -6.056
C: 0.097 1.058 1.490
C: 4.306 -2.129 4.697
O: -3.575 2.101 -5.286
S: 7.324 0.275 -0.388
C: 0.369 -5.711 0.143
S: -2.362 1.058 5.519
H: -6.577 3.330 -4.979
H: -3.908 1.160 -3.604
H: 3.707 -4.554 1.591
H: -1.703 -8.340 -0.816
H: -0.838 0.654 1.878
H: -1.640 2.229 -3.720
H: -4.799 6.189 0.389
H: -2.768 5.227 1.647
H: 0.963 -3.095 -4.499
C: -2.975 -5.850 -1.510
H: -3.489 -1.854 -5.327
C: 4.740 -4.255 1.418
C: -3.687 2.192 -3.878
H: 1.748 6.219 -4.601
H: 2.005 -6.027 1.419
H: -1.156 -5.130 -1.958
H: -0.252 2.020 1.115
S: 5.502 -3.713 3.001
C: -5.857 5.519 -1.426
C: -3.688 0.844 6.750
H: 1.276 1.991 6.923
H: 5.280 2.465 0.894
H: 1.178 3.686 7.345
H: 3.818 -0.345 3.327
C: 1.122 1.510 2.514
H: 1.964 0.819 2.466
C: -1.666 -5.367 -1.025
H: 6.667 -0.140 1.959
C: 4.580 2.886 -0.989
H: 0.738 -0.275 7.775
O: -0.030 -5.274 6.451
H: 1.489 2.380 -5.897
H: -4.521 0.717 6.059
H: 4.724 -3.307 0.879
H: -3.830 6.191 -1.081
H: 2.471 -1.038 4.137
O: 6.247 -0.575 -0.796
H: -6.784 5.643 -0.867
H: 5.320 -1.833 4.968
H: -0.405 -8.908 -2.678
H: 0.708 -7.628 -2.474
H: 0.744 1.501 3.536
C: 0.956 -6.321 1.383
H: -5.278 4.002 1.487
H: 4.169 2.372 -1.858
H: -1.383 -3.165 4.992
H: -5.956 6.327 -2.152
H: -0.103 -8.475 -0.326
O: 6.681 1.817 -0.393
H: 1.993 1.773 -4.259
H: 1.045 2.977 5.672
O: 2.743 4.905 -5.813
H: -0.511 5.709 0.241
C: -5.792 3.451 -5.725
O: -5.676 0.683 -5.779
H: 1.570 2.484 2.316
H: -5.089 1.833 1.673
H: 1.964 -3.110 0.903
O: 1.414 -5.266 4.451
C: -2.452 2.753 -3.216
H: 0.950 -7.409 1.325
H: 0.133 -4.004 -5.745
H: 0.139 0.949 -2.620
H: -5.567 3.298 -0.053
H: -1.754 -4.348 -0.647
O: -2.088 -0.202 4.909
O: -4.556 1.999 -7.607
H: 5.252 3.689 -1.292
S: -4.924 1.890 -6.186
H: -2.183 3.773 -3.491
H: -1.041 0.046 -0.642
O: 4.151 -3.086 3.610
H: 2.064 7.101 -7.554
O: 6.380 -2.579 2.706
O: 4.359 3.098 -4.926
H: -4.021 1.628 0.358
O: -2.425 -3.983 -4.400
H: -4.572 2.810 -3.724
C: -2.602 4.770 0.671
H: -3.368 2.371 1.891
O: 1.285 -3.224 5.936
C: 7.602 0.071 1.440
C: -0.761 -7.793 -0.863
S: 3.082 3.801 -4.574
N: -3.880 4.415 -0.119
O: 8.601 0.282 -1.030
O: -1.364 -1.840 -5.266
H: -2.678 -0.314 -5.069
C: 1.092 -1.001 7.043
C: 1.689 2.633 -4.856
H: 8.223 0.820 1.932
C: 0.157 -3.807 -4.673
C: -0.720 2.598 6.882
O: -2.628 2.330 4.864
H: 0.286 -4.677 -4.029
H: -1.827 6.710 -0.056

Cartesian forces (eV/Å) of the 3 atoms listed first:
0.9 0.9 -0.3
0.3 0.3 -0.5
0.0 -0.5 -1.1

Calculated values
M: 1172.71 g/mol
energy relative to the best compared isomer or geometry (same formula, charge and spin): 338.57 kJ/mol
SMILES: CCOS(C)(=O)=O.CCOS(C)(=O)=O.CCOS(C)(=O)=O.CCOS(C)(=O)=O.CCOS(C)(=O)=O.CCOS(C)(=O)=O.CCOS(C)(=O)=O.CCN(CC)CC.CCN(CC)CC.CCN(CC)CC
net charge: 0

Mulliken atomic charge list, values in e, 2 entries: number 1, C, carries -0.7325; number 2, H, carries 0.4012